Entry 1:
Below is a structure of composition C10H40Fe2O22S3, with properties calculated with ωB97M-V with the def2-TZVPD basis set.

The geometry in XYZ format:
```
77
Properties=species:S:1:pos:R:3:forces:R:3:mulliken_charge:R:1
Fe 2.559 2.150 -0.127 -1.219 -1.316 0.800 0.1774
Fe 1.623 -2.249 1.684 -1.839 -2.030 0.577 0.5110
S -0.015 0.035 -0.236 -0.240 -2.082 -0.955 -0.9582
O 0.598 -1.025 0.581 -1.282 0.754 -0.584 1.3071
O -0.184 -0.418 -1.613 -0.187 0.115 0.785 -0.0469
O -1.244 0.560 0.334 0.132 0.243 0.257 0.2809
O 0.981 1.126 -0.284 1.371 2.246 -0.087 1.3508
S 0.712 -4.688 2.353 -0.802 -2.456 1.163 1.3587
O 1.746 -3.736 2.905 3.370 0.811 1.751 -0.6242
O 0.213 -3.633 1.433 -2.017 1.321 -3.115 -0.4753
O 1.329 -5.821 1.716 0.116 0.534 -0.415 -0.6774
O -0.278 -5.054 3.334 0.240 0.542 -0.070 -0.6791
S 3.694 0.366 1.646 -0.344 1.400 -1.130 0.7675
O 4.919 0.429 2.355 -0.134 -0.414 0.197 -0.5545
O 2.804 1.558 1.782 -1.326 1.644 2.730 -0.6778
O 3.812 0.668 0.170 1.944 -1.479 -2.586 -0.7756
O 2.895 -0.844 1.815 1.623 0.151 0.619 -0.6064
C 1.693 -3.289 -1.316 -0.160 0.072 -0.625 -0.5333
O 2.446 -2.914 -0.152 0.412 0.159 -0.087 -0.3223
H 0.639 -3.311 -1.061 0.118 -0.406 0.264 0.0041
H 1.778 -2.556 -2.122 0.253 0.131 0.213 0.2794
H 2.091 -4.234 -1.684 -0.414 -0.155 0.133 0.4429
H 3.365 -2.836 -0.426 0.057 0.052 0.351 0.2354
C -1.370 -2.972 -3.573 -0.770 1.182 0.717 -0.5723
O -0.249 -2.109 -3.663 0.745 -0.431 -0.312 -0.5839
H -1.520 -3.659 -4.403 0.743 0.129 -0.237 0.3367
H -1.378 -3.543 -2.641 0.026 -0.110 -0.017 0.1896
H -2.243 -2.307 -3.581 -0.347 -0.418 0.142 0.2236
H -0.171 -1.557 -2.853 -0.346 -0.735 -0.567 0.3751
C 0.538 3.321 2.106 -1.143 -0.270 1.144 -0.5683
O 1.469 3.591 1.051 -0.030 0.712 0.633 -0.2758
H -0.115 2.507 1.816 0.119 -0.082 -0.211 0.0637
H 0.946 3.096 3.094 0.762 -0.287 -0.452 0.2916
H -0.089 4.192 2.309 -0.007 0.110 -0.612 0.4174
H 1.744 4.496 1.235 0.354 -0.089 -0.523 0.2596
C 2.837 0.391 -2.754 -0.449 -0.658 -0.086 -0.3032
O 3.080 1.648 -2.088 0.592 -0.185 -0.559 -0.2119
H 3.745 -0.051 -3.162 0.156 0.305 0.076 0.4579
H 2.424 -0.312 -2.037 -0.013 0.209 0.136 -0.3318
H 2.099 0.545 -3.541 0.013 0.011 0.018 0.3259
H 3.651 2.164 -2.667 -0.128 0.220 0.155 0.2140
C -2.283 0.841 -4.567 -0.131 -2.052 -0.409 -0.7160
O -1.075 0.949 -3.847 0.071 0.917 0.092 -0.4294
H -2.222 -0.074 -5.176 -0.090 -0.020 -0.057 0.2498
H -3.146 0.664 -3.920 -0.079 0.521 0.104 0.2657
H -2.480 1.608 -5.312 0.370 0.624 0.531 0.2947
H -1.033 0.261 -3.163 -0.104 0.376 -0.330 0.3220
C -3.307 -1.947 -0.357 -0.754 0.625 -0.171 -0.1784
O -3.652 -0.558 -0.303 0.590 0.018 0.129 -0.6435
H -2.782 -2.309 0.530 0.151 0.107 -0.032 0.0651
H -4.274 -2.448 -0.415 0.203 -0.313 -0.091 0.3900
H -2.732 -2.127 -1.265 0.080 -0.351 0.090 -0.1159
H -2.805 -0.073 -0.299 -0.602 -0.206 0.079 0.2789
C 1.503 -1.281 4.520 -0.408 0.536 0.786 -0.7970
O 0.671 -1.375 3.352 0.830 0.248 0.644 -0.0089
H 1.096 -1.916 5.305 0.197 -0.224 -0.072 0.3061
H 2.547 -1.520 4.342 -0.173 -0.322 -0.418 0.2894
H 1.481 -0.251 4.888 -0.018 0.040 -0.090 0.3091
H -0.203 -1.087 3.636 -0.375 0.211 -0.735 0.1777
C -3.125 3.456 1.453 -0.610 -0.497 -1.965 -0.6248
O -2.359 3.255 0.234 0.354 0.005 1.007 -0.5235
H -4.002 2.820 1.311 -0.137 -0.034 0.635 0.2853
H -2.596 3.181 2.363 0.119 0.276 0.072 0.2070
H -3.493 4.476 1.382 0.277 0.158 0.544 0.2710
H -2.088 2.326 0.267 0.058 0.112 -0.351 0.2611
C 0.343 3.814 -1.805 0.372 0.179 -0.903 -0.4442
O 1.784 3.798 -1.500 -0.362 0.404 0.153 -0.2721
H 0.306 3.734 -2.894 -0.405 -0.196 0.130 0.3054
H -0.164 2.972 -1.354 0.100 0.115 0.189 0.1179
H -0.062 4.783 -1.517 -0.165 -0.247 0.320 0.2583
H 2.068 4.607 -1.936 0.654 -0.166 0.217 0.2678
C -2.820 -0.223 3.226 -0.692 -0.638 0.347 -0.6150
O -1.637 0.529 3.067 0.135 0.381 -0.064 -0.6488
H -3.032 -0.408 4.285 0.425 0.206 0.020 0.3550
H -3.716 0.284 2.855 0.182 -0.024 -0.310 0.2678
H -2.720 -1.214 2.766 -0.169 0.172 -0.169 0.1586
H -1.565 0.731 2.113 0.155 -0.387 0.447 0.2216
```
Positions in Å, forces in eV/Å.

The spin multiplicity is 11. As for the orbital gap (spin up / spin down): 7.56 / 5.81 eV. The expectation value of S² is 30.02. The value obtained for the relative energy (zero: lowest compared OMol25 entry of this formula, charge and spin) is 210.2 kJ/mol. The value obtained for the HOMO energy (spin up / spin down) is -8.9264 / -8.8702 eV.

---

Entry 2:
Below is a cluster of 11 separate species, C10H40N15O13 in total, with properties calculated with ωB97M-V with the def2-TZVPD basis set.

The geometry in XYZ format:
```
78
Properties=species:S:1:pos:R:3:forces:R:3:mulliken_charge:R:1
N 0.308 -0.232 0.471 -0.958 -0.784 -1.545 0.7662
O 0.344 -1.072 -0.448 0.147 -0.840 -0.175 -0.6918
O 0.691 0.898 0.242 1.063 1.715 -0.293 0.0054
O -0.212 -0.495 1.545 -0.138 -0.757 1.474 -0.6529
C 3.850 -0.991 0.540 -0.765 0.375 -0.304 -0.0582
O 4.645 -1.899 1.270 0.130 0.115 -0.100 -0.5521
H 4.213 0.036 0.587 0.225 0.134 0.147 0.2384
H 3.774 -1.237 -0.520 0.305 -0.395 0.111 0.1239
H 2.832 -1.001 0.928 -0.177 0.084 -0.054 -0.1155
H 4.458 -1.666 2.182 0.256 -0.307 0.204 0.3357
C 2.296 -3.314 -2.332 1.586 -0.659 1.050 -0.6111
O 1.100 -3.415 -3.010 -1.266 -0.354 -0.847 -0.5172
H 2.096 -2.724 -1.438 0.566 0.217 -0.131 -0.0031
H 2.712 -4.280 -2.045 -0.593 -0.511 0.669 0.4716
H 3.164 -3.031 -2.927 -0.309 1.254 -0.371 0.2977
H 1.003 -4.318 -3.322 -0.131 0.080 -0.288 0.3101
C 0.851 -2.527 4.390 -2.253 0.272 -0.068 -0.6647
O -0.402 -2.313 3.649 1.575 -0.556 0.849 -0.4773
H 1.768 -2.692 3.824 -0.228 -0.142 -0.403 0.2056
H 1.014 -1.712 5.096 0.120 0.282 -0.030 0.2667
H 0.575 -3.388 5.000 0.555 -0.181 -0.067 0.2710
H -0.302 -1.670 2.943 0.239 0.121 -0.171 0.4572
C -3.274 1.665 2.208 1.796 -1.233 -0.301 0.4888
O -3.724 0.786 2.898 -0.804 -1.729 1.538 -0.8367
N -2.069 1.663 1.637 2.056 -0.960 -0.285 -0.0558
N -3.961 2.691 1.869 -3.147 4.777 -1.163 -0.3621
H -1.604 2.471 1.247 -0.132 0.173 -0.093 0.1588
H -1.469 0.866 1.798 -0.083 0.194 0.270 0.0196
H -4.952 2.753 2.058 0.441 -0.082 0.198 0.2454
H -3.511 3.461 1.396 -0.324 -0.160 -0.082 0.1753
C 0.594 3.246 2.592 -2.482 3.996 -1.014 0.6308
O 0.147 3.831 1.603 0.605 -1.431 -1.026 -0.6286
N 0.922 2.064 2.856 1.772 -7.805 -1.532 -0.0254
N 0.661 3.947 3.678 0.219 4.528 3.749 -0.4618
H 1.013 1.631 3.763 -0.042 0.615 -0.247 0.1975
H 0.890 1.426 2.073 -0.288 -0.342 0.237 -0.0415
H 0.829 3.610 4.615 0.162 0.341 -0.426 0.1093
H 0.606 4.919 3.409 -0.220 0.164 1.093 0.2749
C -2.564 -4.141 -2.195 -5.079 -2.103 1.427 0.5756
O -3.772 -4.507 -2.176 2.429 0.033 -0.609 -0.7126
N -2.225 -2.899 -2.069 0.551 4.821 -0.453 -0.1866
N -1.484 -4.888 -2.059 2.023 -2.539 -0.292 -0.3610
H -2.938 -2.184 -2.112 0.130 -0.173 -0.161 0.1823
H -1.272 -2.651 -2.293 -0.146 0.402 0.088 0.1048
H -1.565 -5.836 -1.718 -0.024 0.273 -0.194 0.2294
H -0.671 -4.339 -1.819 0.227 -0.757 0.177 0.1553
C 2.544 3.795 -0.535 -2.498 -0.447 0.474 0.5526
O 1.458 4.197 -0.871 -0.870 -0.154 -0.026 -0.6179
N 2.838 2.820 0.329 -0.438 -1.932 1.633 -0.1482
N 3.619 4.320 -0.993 5.929 3.298 -2.812 -0.4079
H 2.056 2.261 0.639 0.319 -0.068 -0.195 -0.0572
H 3.751 2.393 0.265 -0.410 -0.054 0.183 0.2373
H 3.639 5.191 -1.503 -0.700 -0.343 0.001 0.2646
H 4.560 4.020 -0.780 -0.411 -0.168 0.324 0.0934
C 1.084 -0.192 -3.767 0.282 1.516 -0.523 0.5271
O 1.322 -0.286 -4.951 1.532 -0.076 -0.789 -0.7387
N -0.141 -0.362 -3.332 -4.955 -1.704 -0.294 -0.2315
N 1.713 0.397 -2.749 3.380 0.523 0.721 0.0338
H -0.345 -0.737 -2.416 0.038 0.250 0.030 -0.0080
H -0.739 -0.596 -4.112 -0.322 -0.532 0.439 0.1867
H 1.328 0.187 -1.839 0.298 0.348 0.270 -0.1915
H 2.686 0.658 -2.821 -0.132 -0.243 0.064 0.1747
C -1.278 3.662 -2.397 0.064 2.458 2.853 0.5242
O -1.113 4.527 -1.513 -1.253 -0.522 -1.563 -0.6506
N -0.423 2.716 -2.593 3.879 -2.596 0.140 -0.0746
N -2.338 3.534 -3.178 -3.280 0.735 -1.759 -0.4250
H 0.388 2.801 -1.997 0.088 -0.123 0.047 -0.0489
H -0.502 1.870 -3.139 -0.319 0.287 0.093 0.2031
H -2.309 2.926 -3.985 0.027 0.265 0.211 0.1564
H -2.977 4.315 -3.213 0.118 -0.248 0.002 0.2508
C -3.587 -2.808 1.833 -4.332 2.245 3.120 0.6822
O -4.513 -3.215 2.540 -0.271 0.554 1.085 -0.7973
N -3.215 -1.547 1.644 0.871 1.916 -0.329 -0.0552
N -3.028 -3.610 1.047 3.780 -4.271 -4.156 -0.2214
H -3.553 -0.728 2.129 -0.242 -0.262 0.636 0.2064
H -2.400 -1.369 1.074 -0.086 -0.059 0.219 -0.0488
H -3.446 -4.525 0.960 0.339 0.300 -0.299 0.2628
H -2.467 -3.158 0.339 -0.014 -1.063 -0.356 0.0854
```
Positions in Å, forces in eV/Å.

The spin multiplicity is 1. As for the orbital gap: 8.17 eV. The value obtained for the relative energy (zero: lowest compared OMol25 entry of this formula, charge and spin) is 403.7 kJ/mol. As for the total charge: -1. The value obtained for the HOMO energy is -6.1262 eV.

---

Entry 3:
Below is a cluster of 11 separate species, C10H40N20O14S in total, with properties calculated with ωB97M-V with the def2-TZVPD basis set.

The geometry in XYZ format:
```
85
Properties=species:S:1:pos:R:3:forces:R:3:mulliken_charge:R:1
S 0.275 -0.188 -0.272 -1.811 0.858 1.465 -0.3243
O 1.490 0.385 0.265 1.125 1.624 -0.357 -0.3287
O 0.428 -1.629 -0.212 0.050 -2.218 -1.087 -0.0927
O -0.844 0.128 0.665 -0.142 0.587 -0.732 0.8912
O -0.104 0.344 -1.614 0.818 -0.287 1.095 0.1345
C -2.783 2.863 2.321 0.599 0.252 0.413 0.5554
O -3.013 2.016 3.174 -0.349 0.334 -0.160 -0.6936
N -1.933 2.703 1.294 0.605 -0.694 -0.960 -0.0254
N -3.298 4.136 2.318 -0.409 -0.191 0.578 -0.4613
H -1.478 1.807 1.113 -0.139 0.052 0.159 -0.5212
H -1.511 3.499 0.849 -0.064 0.013 0.051 0.3134
H -3.274 4.653 1.460 -0.149 0.335 0.283 0.1661
H -3.744 4.447 3.162 -0.187 0.179 -0.316 0.2448
C 1.353 -4.970 1.902 -1.512 -2.175 0.025 0.4984
O 1.521 -6.124 2.325 0.613 1.262 0.466 -0.7458
N 1.278 -3.831 2.633 0.524 0.231 0.781 -0.1864
N 0.989 -4.812 0.616 -0.092 0.632 -0.987 -0.1468
H 1.231 -3.946 3.631 0.122 0.031 -0.074 0.2393
H 0.820 -3.019 2.256 -0.011 -0.035 -0.044 0.0901
H 0.794 -3.894 0.259 -0.065 -0.121 -0.227 -0.0099
H 0.895 -5.624 0.034 0.104 0.053 0.123 0.1580
C 3.288 -0.177 -3.584 0.125 -2.386 -2.284 0.5666
O 4.432 -0.081 -4.013 0.248 1.144 1.025 -0.7055
N 2.307 0.765 -3.724 0.812 1.050 0.405 -0.3638
N 2.789 -1.424 -3.320 -0.726 -0.093 0.532 -0.3214
H 2.726 1.669 -3.557 -0.493 0.204 -0.278 0.2382
H 1.429 0.593 -3.263 0.023 0.143 0.197 0.2399
H 3.387 -2.138 -2.945 0.190 0.240 -0.066 0.2487
H 1.825 -1.481 -3.035 0.032 -0.184 0.161 0.1916
C 3.881 -2.469 0.228 1.433 -1.359 2.048 0.4002
O 4.718 -3.179 0.800 0.338 0.530 -1.061 -0.7682
N 2.977 -2.942 -0.647 -0.768 0.969 -0.505 0.1427
N 3.711 -1.171 0.587 -0.150 1.325 0.180 0.0357
H 3.078 -3.747 -1.232 0.012 -0.315 0.672 0.2698
H 2.110 -2.449 -0.487 -0.527 -0.256 -1.120 -0.5002
H 2.909 -0.554 0.386 0.437 -0.694 -0.447 -0.0826
H 4.467 -0.730 1.081 0.025 -0.471 0.229 0.1768
C -0.542 3.662 -2.376 1.378 2.165 -0.565 0.3601
O -0.603 4.823 -2.787 -0.550 -0.215 0.200 -0.7823
N -1.565 2.957 -1.870 -0.822 -0.474 0.403 -0.0551
N 0.638 2.983 -2.349 -1.260 -1.024 0.429 -0.0869
H -2.437 3.402 -1.647 0.076 0.054 -0.296 0.1552
H -1.384 2.047 -1.476 -0.301 -0.126 -0.040 0.0672
H 0.436 2.045 -2.001 1.620 -0.015 -0.139 0.1316
H 1.521 3.415 -2.535 -0.143 -0.029 -0.041 0.1699
C -0.942 -2.070 -4.022 -1.332 0.026 -1.356 0.4071
O -1.489 -2.583 -4.996 0.223 -0.207 0.052 -0.7684
N -0.751 -0.731 -3.916 0.967 -0.205 1.079 0.0905
N -0.518 -2.785 -2.953 1.101 -0.227 1.670 -0.0472
H -0.407 -0.356 -2.995 -0.911 -0.157 -1.495 -0.3756
H -1.065 -0.152 -4.672 -0.073 -0.039 0.089 0.1563
H -0.152 -2.301 -2.154 0.009 0.384 0.265 -0.1225
H -0.703 -3.740 -2.705 -0.482 -0.056 -1.017 0.1976
C -4.511 1.092 -1.725 1.196 -3.181 -0.947 0.5868
O -4.241 0.588 -2.804 -0.666 0.970 -0.380 -0.6387
N -3.746 0.788 -0.631 -0.792 1.495 0.580 -0.1356
N -5.641 1.777 -1.372 -0.274 0.861 0.916 -0.4951
H -3.871 1.467 0.103 0.687 -0.575 0.561 0.1957
H -3.038 0.075 -0.587 0.181 0.208 -0.270 -0.0758
H -5.831 1.541 -0.410 -0.607 0.343 -0.061 0.1878
H -6.452 1.844 -1.961 0.346 -0.227 -0.377 0.2635
C 0.883 0.684 4.000 -1.816 -1.292 -0.331 0.4690
O 1.132 1.138 5.110 0.399 0.596 -0.406 -0.7569
N -0.350 0.649 3.424 -1.045 1.025 0.423 -0.1815
N 1.731 -0.062 3.269 2.562 -0.058 0.949 -0.1146
H -0.974 1.394 3.696 -0.256 -0.316 0.154 0.1269
H -0.497 0.317 2.471 0.585 0.407 0.399 0.1943
H 1.556 -0.547 2.411 -0.117 0.371 -0.240 -0.1090
H 2.674 0.068 3.604 0.051 -0.688 -0.361 0.2142
C -2.971 -2.530 1.618 -1.207 0.748 -0.085 0.3434
O -4.010 -3.108 1.954 0.679 0.029 0.281 -0.7553
N -2.340 -2.789 0.453 -0.370 -0.429 0.010 -0.1191
N -2.417 -1.461 2.251 -0.036 -0.407 0.684 -0.0961
H -2.850 -3.410 -0.151 0.643 0.021 -0.297 0.1960
H -1.421 -2.398 0.354 0.232 -0.242 -0.887 -0.1134
H -1.777 -0.841 1.743 -0.449 -0.482 0.473 -0.2277
H -2.681 -1.323 3.211 0.059 0.387 -0.143 0.1923
C 2.891 3.645 1.946 0.305 0.571 -0.128 0.4535
O 3.200 4.766 2.373 -0.895 -0.855 -0.576 -0.7359
N 3.553 2.547 2.326 1.866 -1.094 1.873 -0.3113
N 1.907 3.323 1.076 -1.157 1.564 -1.571 -0.1205
H 3.970 2.613 3.242 0.204 -0.047 -0.247 0.2032
H 3.536 1.632 1.914 -0.663 0.167 -0.192 0.1773
H 1.771 2.414 0.655 0.332 -0.402 0.503 -0.0441
H 1.650 4.058 0.431 -0.121 0.107 0.271 0.2060
```
Positions in Å, forces in eV/Å.

The spin multiplicity is 1. As for the orbital gap: 9.01 eV. The value obtained for the relative energy (zero: lowest compared OMol25 entry of this formula, charge and spin) is 277.9 kJ/mol. As for the total charge: -2. The value obtained for the HOMO energy is -5.0932 eV.

---

Computed DFT total energy (hartree) in order:
-5782.17970 -2204.56211 -2952.30860